Record 1
{"formula": "C3H5NO2", "method": "ωB97M-V/def2-TZVPD", "elements": ["N", "C", "O", "C", "C", "O", "H", "H", "H", "H", "H"], "xyz": [[0.624, 1.367, 1.148], [0.474, 0.570, 0.062], [0.940, 0.810, -1.033], [-0.330, -0.711, 0.356], [-0.256, -1.381, -1.784], [-1.067, -0.995, -0.812], [0.052, 1.230, 1.964], [1.086, 2.255, 1.029], [-1.049, -0.548, 1.159], [0.369, -1.522, 0.590], [-0.843, -1.075, -2.677]], "lumo_energy_ev": 0.643, "e_above_lowest_ev": 3.625, "fmax_ev_per_a": 0.7, "spin_multiplicity": 1}

***

Record 2
{"formula": "C35H45O5PdSe", "method": "ωB97M-V/def2-TZVPD", "elements": ["Pd", "C", "C", "C", "C", "C", "C", "C", "Se", "C", "C", "C", "C", "C", "C", "O", "C", "C", "C", "C", "C", "C", "C", "C", "C", "O", "C", "C", "C", "C", "C", "C", "H", "H", "H", "H", "H", "H", "H", "H", "H", "H", "H", "H", "H", "H", "H", "H", "H", "H", "H", "H", "H", "H", "H", "H", "H", "H", "H", "H", "H", "H", "H", "H", "H", "H", "H", "H", "H", "H", "H", "H", "O", "C", "C", "C", "C", "C", "C", "C", "O", "O", "H", "H", "H", "H", "H"], "xyz": [[-0.930, -1.097, -2.856], [4.839, -1.300, 1.970], [3.631, -0.424, 1.609], [2.614, -0.444, 2.765], [4.115, 1.013, 1.410], [2.923, -0.970, 0.379], [2.489, -0.121, -0.660], [1.795, -0.633, -1.709], [1.114, 0.459, -3.150], [0.067, 1.738, -2.153], [0.644, 2.686, -1.365], [-0.148, 3.617, -0.663], [-1.547, 3.562, -0.817], [-2.195, 2.676, -1.636], [-1.380, 1.713, -2.367], [-1.896, 0.892, -3.170], [-3.710, 2.610, -1.752], [-4.382, 3.634, -0.835], [-4.136, 2.911, -3.198], [-4.195, 1.209, -1.331], [0.462, 4.634, 0.286], [0.122, 4.182, 1.718], [-0.137, 6.026, 0.032], [1.981, 4.726, 0.144], [1.521, -2.066, -1.834], [0.915, -2.487, -2.854], [1.956, -2.933, -0.749], [2.630, -2.339, 0.292], [1.679, -4.435, -0.680], [0.983, -4.735, 0.660], [0.789, -4.994, -1.795], [3.030, -5.165, -0.730], [5.367, -0.856, 2.815], [4.551, -2.308, 2.263], [5.538, -1.373, 1.136], [3.071, -0.024, 3.662], [1.733, 0.149, 2.510], [2.290, -1.462, 2.988], [4.688, 1.322, 2.284], [4.762, 1.112, 0.537], [3.282, 1.713, 1.309], [2.715, 0.933, -0.613], [1.719, 2.750, -1.290], [-2.136, 4.265, -0.248], [-4.108, 4.659, -1.091], [-5.462, 3.549, -0.948], [-4.147, 3.460, 0.217], [-3.852, 3.926, -3.482], [-3.701, 2.212, -3.906], [-5.222, 2.837, -3.272], [-3.778, 0.925, -0.362], [-5.281, 1.222, -1.237], [-3.926, 0.449, -2.062], [-0.956, 4.140, 1.880], [0.537, 3.194, 1.927], [0.544, 4.890, 2.432], [-1.199, 6.072, 0.269], [0.368, 6.755, 0.665], [-0.004, 6.332, -1.007], [2.479, 3.801, 0.444], [2.285, 4.969, -0.875], [2.355, 5.515, 0.796], [2.950, -2.969, 1.110], [0.078, -4.136, 0.780], [0.694, -5.786, 0.685], [1.629, -4.553, 1.519], [-0.187, -4.509, -1.827], [1.246, -4.905, -2.776], [0.632, -6.054, -1.588], [3.684, -4.873, 0.093], [2.865, -6.241, -0.661], [3.551, -4.965, -1.667], [-0.758, -1.187, 1.915], [-1.790, -2.071, 1.863], [-2.324, -2.610, 3.030], [-3.354, -3.529, 2.971], [-3.871, -3.935, 1.745], [-3.340, -3.406, 0.588], [-2.305, -2.467, 0.624], [-1.803, -1.960, -0.666], [-1.031, -0.941, -0.733], [-2.129, -2.531, -1.746], [-0.528, -1.050, 2.842], [-1.919, -2.303, 3.988], [-3.755, -3.933, 3.891], [-4.675, -4.655, 1.699], [-3.715, -3.705, -0.382]], "total_charge": 1, "lumo_energy_ev": [-2.271, -5.393], "e_above_lowest_ev": 0.246, "fmax_ev_per_a": 0.9, "s_squared": 6.0685, "spin_multiplicity": 5}